1.
Here is a structure of composition C14H20AsI2N2OTl from the Open Molecules 2025 dataset. Energies are from ωB97M-V with the def2-TZVPD basis set.

Geometry (Å):
Tl 0.2710 -0.0402 -0.1833
I 0.2091 -0.7261 2.6081
I 0.2426 0.6079 5.3320
N 4.9114 0.6172 -0.3272
C 4.9885 -0.5116 0.4357
C 3.7031 -0.8978 0.6643
N 2.8534 -0.0230 0.0531
C 3.6082 0.8754 -0.5323
H 5.6912 1.1593 -0.6602
H 5.9222 -0.9346 0.7429
H 3.3462 -1.7345 1.2317
H 3.2410 1.7173 -1.0855
C -1.1382 3.1877 -0.0383
C 0.2357 2.5841 -0.1986
O 1.2412 3.2440 -0.2723
H -1.0868 4.2775 -0.0238
H -1.5847 2.8228 0.8868
H -1.7724 2.8553 -0.8598
C -5.1146 0.4467 -0.2190
As -3.2333 0.0003 0.1603
C -3.6255 -1.0264 1.7907
C -3.0655 -1.4792 -1.1915
C -4.2124 -2.4159 -1.1826
C -4.2768 -3.4606 -0.2662
C -5.3519 -4.3285 -0.2640
C -6.3814 -4.1672 -1.1755
C -6.3395 -3.1156 -2.0731
C -5.2684 -2.2433 -2.0729
H -5.7140 -0.4619 -0.1935
H -5.2226 0.9114 -1.1976
H -5.4862 1.1352 0.5386
H -4.5633 -1.5700 1.6854
H -3.7144 -0.3264 2.6227
H -2.8267 -1.7262 2.0295
H -2.1257 -2.0084 -0.9993
H -2.9806 -0.9860 -2.1655
H -3.4702 -3.6023 0.4415
H -5.3871 -5.1335 0.4534
H -7.2112 -4.8572 -1.1865
H -7.1451 -2.9684 -2.7760
H -5.2388 -1.4227 -2.7787

Atoms 1-3, force components in eV/Å:
Tl 0.05 0.11 -0.36
I -0.04 -0.30 -0.05
I 0.00 0.20 0.35

HOMO level (alpha / beta): -7.86 / -7.08 eV
lowest unoccupied orbital energy (alpha / beta): -0.04611 / -0.05848 hartree
HOMO-LUMO gap (alpha / beta): 6.6 / 5.5 eV
ΔE to the lowest compared entry with this formula, charge and spin: 16.97 kJ/mol

Atom charges from the Mulliken analysis, given in e for atoms 1 to 6: 0.507 -0.184 -0.313 -0.064 -0.382 -0.475

***

2.
Here is a structure of composition C14H20B2F4N4O11P2Sr from the Open Molecules 2025 dataset. Energies are from ωB97M-V with the def2-TZVPD basis set.

Geometry (Å):
Sr 0.2131 -1.1218 -0.5244
C 4.8826 -1.5334 -0.6646
C 3.6134 -0.8504 -0.2817
N 2.7489 -1.3299 0.5043
O 2.9731 -2.5426 1.0403
B 2.4006 -2.7503 2.3801
F 2.8275 -1.8008 3.2894
F 2.5647 -4.0409 2.7403
O 0.8183 -2.5216 2.2475
N 0.4890 -1.3056 2.0906
C 0.1329 -0.5008 3.0211
C -0.0303 -0.9520 4.4236
C -0.0455 0.9290 2.6505
N 0.2692 1.1880 1.4401
O 0.1818 2.4604 1.0783
B 1.3029 3.0435 0.3196
F 0.9055 4.2130 -0.2251
F 2.4681 3.0815 1.0638
O 1.6073 2.0571 -0.8901
N 2.0957 0.9584 -0.5411
C 3.2484 0.5022 -0.8323
C 4.2164 1.2875 -1.6439
C -0.4807 1.9305 3.6721
H 5.1518 -2.2520 0.1025
H 5.6978 -0.8256 -0.8077
H 4.7309 -2.0798 -1.6015
H -0.0932 -2.0322 4.4887
H -0.9187 -0.4977 4.8622
H 0.8537 -0.6220 4.9797
H 3.8264 2.2715 -1.8761
H 4.4116 0.7426 -2.5738
H 5.1539 1.3915 -1.0949
H -1.5273 1.7697 3.9528
H -0.3834 2.9279 3.2615
H 0.1325 1.8532 4.5746
C -2.3355 3.2435 -0.0121
C -3.3162 2.4054 0.4759
C -3.8964 1.4446 -0.3671
C -3.4660 1.3171 -1.6739
C -2.4768 2.1550 -2.1646
C -1.8972 3.1063 -1.3332
H -1.9221 4.0285 0.6160
H -3.6505 2.5038 1.5074
H -4.6769 0.7873 0.0064
H -3.8435 0.5211 -2.2951
H -2.1425 2.0517 -3.1926
H -1.1056 3.7534 -1.7030
O -2.1128 -2.6514 -0.9451
P -2.0777 -1.6361 -2.2440
O -3.3244 -1.5064 -2.9473
O -1.3478 -0.3706 -1.7617
O -0.9465 -2.4154 -3.2381
P 0.5126 -2.7328 -2.6307
O 1.1142 -3.8272 -3.5912
O 1.3330 -1.4732 -2.5786
O 0.3231 -3.3121 -1.2229
H -1.2034 -3.0465 -1.0391
H 1.1495 -3.5337 -4.5134

Atoms 1-3, force components in eV/Å:
Sr 1.51 2.07 3.64
C 0.03 0.07 -0.17
C 0.41 0.26 -0.58

HOMO level (alpha / beta): -8.45 / -8.45 eV
lowest unoccupied orbital energy (alpha / beta): -0.15285 / -0.13932 hartree
HOMO-LUMO gap (alpha / beta): 4.3 / 4.7 eV

Atom charges from the Mulliken analysis, given in e for atoms 1 to 6: 1.946 -1.623 0.502 0.142 -0.580 0.780

***

3.
Here is a structure of composition C14H20F19NO4SSi2 from the Open Molecules 2025 dataset. Energies are from ωB97M-V with the def2-TZVPD basis set.

Geometry (Å):
C -0.0529 0.7818 -1.5099
Si -0.9690 2.3882 -1.5635
C 0.2326 3.8397 -1.3917
O 1.4792 3.4430 -1.9939
C 2.4358 4.3720 -2.2092
F 2.7142 4.4624 -3.5243
F 3.5870 4.0150 -1.5799
F 2.1040 5.6020 -1.7841
O -1.7954 2.6213 -2.9884
Si -3.4283 2.4477 -2.9516
S -3.9831 0.7174 -1.8005
C -4.2954 3.9867 -2.3264
N -3.5556 4.7071 -1.2734
H 0.4359 0.5471 -2.4379
H 0.7234 0.8910 -0.7674
H -0.6938 -0.0128 -1.1762
H -1.9359 2.4480 -0.4406
H -0.2152 4.6667 -1.9106
H 0.3574 4.1182 -0.3562
H -3.8820 2.2027 -4.3354
H -4.5350 -0.0401 -2.7437
H -4.4393 4.6644 -3.1502
H -5.2772 3.6905 -1.9811
H -3.9074 5.6436 -1.1628
H -3.6263 4.2344 -0.3876
C -0.3383 -4.9274 -0.4160
C -1.0994 -5.9366 -1.2910
C -1.4610 -5.5246 -2.7205
F -2.2818 -4.4554 -2.7401
F -2.1013 -6.5589 -3.3140
F -2.1959 -6.3812 -0.6427
F -0.2569 -6.9984 -1.4433
O -1.0636 -4.1549 0.5234
C -1.6354 -2.9502 0.2077
C -3.1570 -2.9697 0.3825
F -3.7236 -3.9326 -0.3696
F -3.6442 -1.7712 -0.0126
F -1.2807 -2.5098 -1.0159
F -1.1797 -2.0490 1.1044
H 0.2985 -5.5477 0.2107
H 0.3309 -4.3080 -1.0126
H -0.5566 -5.2993 -3.2927
H -3.4114 -3.1407 1.4307
C 4.7715 0.2496 3.1012
C 4.0619 -0.8396 2.2812
C 2.9113 -0.4148 1.3670
F 1.8913 0.1286 2.0626
F 2.4390 -1.5093 0.7248
F 3.6708 -1.8490 3.0869
F 5.0082 -1.3372 1.4346
O 4.4143 0.4215 4.4616
C 3.3972 1.2473 4.8641
C 2.2846 0.4802 5.5865
F 1.7786 -0.4897 4.8035
F 1.2938 1.3493 5.8923
F 2.9115 2.0038 3.8605
F 3.9154 2.0892 5.7851
H 5.8033 -0.0904 3.1560
H 4.7910 1.2000 2.5685
H 3.2595 0.3029 0.6181
H 2.6764 0.0353 6.5037

Atoms 1-3, force components in eV/Å:
C -0.08 0.60 0.26
Si 0.43 0.06 -0.12
C -0.41 -0.59 -0.06

HOMO level: -9.45 eV
lowest unoccupied orbital energy: 0.01630 hartree
HOMO-LUMO gap: 9.9 eV
ΔE to the lowest compared entry with this formula, charge and spin: 0.00 kJ/mol

Atom charges from the Mulliken analysis, given in e for atoms 1 to 6: -0.303 0.479 -0.742 -0.389 0.892 -0.256

***

4.
Here is a structure of composition C14H20F2IN4O from the Open Molecules 2025 dataset. Energies are from ωB97M-V with the def2-TZVPD basis set.

Geometry (Å):
N -0.4632 1.7679 3.3888
C -0.3543 0.7320 2.4647
N -1.4515 -0.2629 2.1705
C -1.5727 -0.4302 0.6744
C -2.5117 -1.7580 0.2692
C -4.1225 -1.7853 0.4843
C -5.1511 -3.0221 0.0697
C -4.3070 -4.2777 -0.6460
C -2.6960 -4.0629 -0.7528
N -1.8239 -2.9223 -0.3555
O -0.3228 -0.6071 -0.0577
C 0.6594 0.4712 0.1695
C 1.9898 0.0104 -0.7350
C 3.4049 0.6308 -0.2123
C 4.6935 -0.3964 -0.4989
F 5.8442 0.2237 0.2544
C 0.0301 1.8290 -0.4914
C 1.0786 2.9643 -0.9912
C 1.3313 2.8262 -2.6392
F 0.6620 3.9798 -3.3345
N 0.9427 0.5487 1.6519
I 1.6965 -1.2532 2.4008
H 0.1824 1.8686 4.2277
H -1.2424 2.4733 3.2670
H -1.3504 -1.1625 2.6844
H -2.2437 0.4863 0.3039
H -4.6156 -0.8201 0.9746
H -6.3123 -3.0067 0.2081
H -4.8507 -5.2466 -1.0396
H -2.1213 -4.9681 -1.2831
H 1.8006 0.1833 -1.9021
H 2.0788 -1.1761 -0.6333
H 3.4396 0.9525 0.9132
H 3.6344 1.5791 -0.9001
H 5.0205 -0.4023 -1.6222
H 4.5397 -1.4562 -0.0288
H -0.6139 1.4745 -1.4303
H -0.7529 2.3566 0.2294
H 0.5236 4.0161 -0.8793
H 2.0708 3.0652 -0.3818
H 2.4652 2.7209 -2.9115
H 0.7915 1.8561 -3.0797

Atoms 1-3, force components in eV/Å:
N -0.12 -1.47 -0.97
C 0.43 -1.74 -0.80
N 2.20 2.97 -0.74

HOMO level: -11.63 eV
charge: +1
lowest unoccupied orbital energy: -0.23238 hartree
HOMO-LUMO gap: 5.3 eV

Atom charges from the Mulliken analysis, given in e for atoms 1 to 6: -0.262 0.168 -0.160 0.274 -0.070 -0.284

***

5.
Here is a structure of composition C14H20F3NS4SnTe4 from the Open Molecules 2025 dataset. Energies are from ωB97M-V with the def2-TZVPD basis set.

Geometry (Å):
Sn -0.3497 -0.9604 0.7593
C 1.3147 0.0307 4.4081
C 0.2481 1.1100 4.2754
S -1.1286 0.6374 3.1791
C -1.5559 2.2589 2.4855
C -2.4896 2.1216 1.2934
S -1.9027 1.1509 -0.1249
C -0.8086 2.2536 -1.0637
C 0.5036 2.6838 -0.4235
S 1.5362 1.2682 0.0546
C 2.3464 1.9486 1.5350
C 3.0909 0.8828 2.3291
S 2.1278 -0.5438 2.8951
H 0.8885 -0.8770 4.8388
H 2.0808 0.3768 5.1032
H 0.6724 2.0418 3.9074
H -0.1761 1.3079 5.2600
H -0.6371 2.7770 2.2182
H -2.0645 2.8446 3.2521
H -2.7635 3.1056 0.9105
H -3.4156 1.6245 1.5875
H -1.3983 3.1323 -1.3283
H -0.6271 1.7011 -1.9874
H 0.3313 3.2972 0.4588
H 1.0529 3.2919 -1.1426
H 1.5831 2.4362 2.1376
H 3.0567 2.7069 1.2028
H 3.5679 1.3476 3.1932
H 3.8896 0.4525 1.7234
Te -3.1302 -2.2421 0.8971
Te -2.0814 -4.6784 0.9925
Te -1.0964 -5.2732 -1.4879
Te 0.6291 -4.5821 0.5177
F 1.1258 -2.9853 -6.1074
C -0.1260 -2.9004 -5.6610
F -0.6300 -4.1444 -5.5897
F -0.8504 -2.2117 -6.5422
C -0.1881 -2.2622 -4.2891
C 0.9467 -2.1481 -3.5036
C 0.8052 -1.6300 -2.2293
N -0.3738 -1.2446 -1.7319
C -1.4622 -1.3480 -2.5050
C -1.4120 -1.8429 -3.7929
H 1.9170 -2.4505 -3.8711
H 1.6663 -1.5213 -1.5783
H -2.4011 -1.0342 -2.0663
H -2.3118 -1.9097 -4.3892

Atoms 1-3, force components in eV/Å:
Sn 0.06 0.03 0.08
C 0.01 0.01 -0.05
C 0.01 -0.04 0.00

HOMO level: -13.27 eV
charge: +2
lowest unoccupied orbital energy: -0.26490 hartree
HOMO-LUMO gap: 6.1 eV
ΔE to the lowest compared entry with this formula, charge and spin: 0.00 kJ/mol

Atom charges from the Mulliken analysis, given in e for atoms 1 to 6: 0.475 -0.869 -0.594 0.019 -0.278 -0.964

***

| no. | total energy (Ha) |
| --- | --- |
| 1 | -3733.83581 |
| 2 | -2755.15722 |
| 3 | -3775.95814 |
| 4 | -1336.40167 |
| 5 | -3778.49780 |